Entry 1:
Here is the ion C3H4Cl2N3 with charge +1 in a non-equilibrium geometry from the OMol25 dataset. Energies are from ωB97M-V/def2-TZVPD.

Calculated values
Relative energy (zero: lowest compared OMol25 entry of this formula, charge and spin): 73.06 kcal/mol
Energy: -1200.96130 Ha
Highest occupied orbital energy: -13.728 eV
Total charge: +1
Frontier orbital gap: 7.74 eV

Last column: Mulliken charge in e.
Atoms and positions in Å:
C (-1.32333, 1.36482, -0.64139)  -0.20
N (0.11438, -1.72753, -0.06969)  -0.31
H (0.82407, -2.37184, 0.23899)  0.30
Cl (-2.91533, 1.73816, -0.75646)  -0.01
C (-0.01424, -0.41269, 0.07175)  0.73
H (-2.08260, -0.38077, -0.01314)  0.37
Cl (2.82198, 2.06088, 1.03332)  0.02
N (-1.20936, 0.19562, -0.01746)  -0.12
H (1.98253, 0.21713, -0.77174)  0.45
C (1.17282, 0.41428, -0.01213)  -0.19
N (1.38701, 1.18057, 0.99437)  -0.29
H (-0.75794, -2.27862, -0.05641)  0.25

---

Entry 2:
Here is a cluster of 2 separate species, C3H4Cl2N4O3 in total in a non-equilibrium geometry from the OMol25 dataset. Energies are from ωB97M-V/def2-TZVPD.

Calculated values
Relative energy (zero: lowest compared OMol25 entry of this formula, charge and spin): 0.00 kcal/mol
Energy: -1481.51679 Ha
Highest occupied orbital energy (spin up / spin down): -8.551 / -8.065 eV
Frontier orbital gap (spin up / spin down): 7.80 / 6.68 eV

Last column: Mulliken charge in e.
Atoms and positions in Å:
Cl (2.45721, 1.06544, 1.30798)  0.07
C (-1.04428, -0.07789, 0.44948)  0.62
H (-2.09176, -1.65624, 0.54696)  0.25
Cl (2.13806, -1.63062, 0.57895)  -0.03
O (-0.80826, 1.87884, 1.52203)  -0.21
H (-1.01977, -1.61975, -0.68021)  0.23
O (-2.44054, 0.38547, 2.28653)  -0.73
N (-1.65272, -1.15650, -0.12997)  -0.44
H (0.98120, -1.07054, -2.64391)  0.35
N (0.16151, 1.85031, 0.55869)  -0.53
O (0.35613, -0.68291, -2.05849)  -0.43
C (0.59900, 0.45442, -1.44663)  -0.35
H (1.51784, 0.94978, -1.60743)  0.54
N (2.51953, -0.07761, 0.13136)  -0.15
N (-1.58318, 0.59820, 1.42333)  0.68
C (-0.08995, 0.78961, -0.23867)  0.15

---

Entry 3:
Here is a cluster of 2 separate species, C3H4Cl2NOP in total in a non-equilibrium geometry from the OMol25 dataset. Energies are from ωB97M-V/def2-TZVPD.

Calculated values
Energy: -1508.27637 Ha
Spin multiplicity: 3
Highest occupied orbital energy (spin up / spin down): -8.406 / -10.280 eV
Frontier orbital gap (spin up / spin down): 8.91 / 9.14 eV

Last column: Mulliken spin population.
Atoms and positions in Å:
C (1.39837, 1.77786, -1.20512)  0.85
P (0.89941, -1.17737, 1.55134)  0.01
Cl (-0.07160, 1.41621, -1.97457)  0.11
H (1.54332, 2.76224, -0.85466)  0.02
H (2.15589, 0.87288, -1.17669)  0.01
C (-2.30437, -1.09049, -0.57407)  -0.06
H (0.88182, 0.11425, 2.21439)  0.01
H (1.93271, -0.79343, 0.66959)  0.00
C (-1.44081, -1.01383, 0.49467)  0.60
Cl (-1.97673, -0.91860, 2.09327)  0.08
O (-0.06853, -0.82588, 0.28161)  0.09
N (-2.94949, -1.12386, -1.51976)  0.28

---

Entry 4:
Here is the molecule C3H4Cl2O in a non-equilibrium geometry from the OMol25 dataset. Energies are from ωB97M-V/def2-TZVPD.

Calculated values
Relative energy (zero: lowest compared OMol25 entry of this formula, charge and spin): 30.09 kcal/mol
Energy: -1112.29071 Ha
Highest occupied orbital energy: -9.979 eV
SMILES string: O[C@H]1[C@@H](Cl)[C@H]1Cl
Frontier orbital gap: 10.61 eV

Last column: Mulliken charge in e.
Atoms and positions in Å:
C (-0.05615, 0.81325, -0.04135)  -0.22
Cl (1.72398, -1.32395, -0.59755)  -0.16
C (0.74216, -0.32763, 0.51024)  -0.19
H (-1.22303, -0.27171, 1.47601)  0.35
H (1.24183, -0.19432, 1.46063)  0.34
H (-0.04634, 0.28840, -1.91552)  0.36
H (-0.09075, 1.69232, 0.61806)  0.30
Cl (-1.55875, -1.40860, -0.63434)  -0.17
C (-0.75320, -0.38695, 0.51712)  -0.10
O (0.02025, 1.11918, -1.39331)  -0.51

---

Entry 5:
Here is the molecule C3H4Cl2S in a non-equilibrium geometry from the OMol25 dataset. Energies are from ωB97M-V/def2-TZVPD.

Calculated values
Relative energy (zero: lowest compared OMol25 entry of this formula, charge and spin): 9.03 kcal/mol
Energy: -1435.24429 Ha
Highest occupied orbital energy (spin up / spin down): -9.443 / -9.442 eV
SMILES string: S=C(Cl)CCCl
Frontier orbital gap (spin up / spin down): 8.62 / 8.62 eV

Last column: Mulliken charge in e.
Atoms and positions in Å:
C (-0.06702, -1.13616, 0.24956)  -0.51
H (0.92367, 0.76051, 1.09864)  0.30
C (0.47094, 0.34754, 0.09871)  -0.51
Cl (0.11260, 2.53053, -1.35307)  -0.13
H (-0.94794, -1.42849, 0.91281)  0.35
H (1.26318, 0.11583, -0.64400)  0.33
C (-0.56935, 1.26776, -0.43947)  0.23
Cl (1.44149, -2.02991, 0.80169)  -0.22
H (-0.48182, -1.62196, -0.68887)  0.35
S (-2.14575, 1.19434, -0.03602)  -0.20

---

Entry 6:
Here is a structure of composition C3H4Cl2Si in a non-equilibrium geometry from the OMol25 dataset. Energies are from ωB97M-V/def2-TZVPD.

Calculated values
Relative energy (zero: lowest compared OMol25 entry of this formula, charge and spin): 44.21 kcal/mol
Energy: -1326.54774 Ha
Highest occupied orbital energy: -10.354 eV
Frontier orbital gap: 10.65 eV

Last column: Mulliken charge in e.
Atoms and positions in Å:
H (2.07096, 0.18055, 1.82912)  -0.12
Cl (2.16768, -2.08599, 0.09553)  -0.19
C (0.32389, 0.58721, -0.24846)  -0.59
H (0.36373, 1.11852, -1.18811)  0.34
C (-1.00167, -0.82152, -0.84113)  -0.42
Cl (3.41269, 0.89498, -0.56087)  -0.24
H (-2.44078, -2.46938, -1.33120)  0.38
C (-1.80386, -1.66806, -1.08661)  -0.17
Si (1.93999, -0.11354, 0.40586)  0.66
H (-0.31488, 1.08930, 0.46479)  0.34

---

Entry 7:
Here is a structure of composition C3H4Cl3FNOS in a non-equilibrium geometry from the OMol25 dataset. Energies are from ωB97M-V/def2-TZVPD.

Calculated values
Relative energy (zero: lowest compared OMol25 entry of this formula, charge and spin): 14.15 kcal/mol
Energy: -2125.00413 Ha
Highest occupied orbital energy: -14.422 eV
Total charge: +1
Frontier orbital gap: 8.65 eV

Last column: Mulliken charge in e.
Atoms and positions in Å:
H (2.31026, 0.05152, -0.29699)  0.31
Cl (-0.70043, -1.89092, 1.33648)  0.02
N (0.12703, -0.21817, -0.49515)  0.22
H (-1.17707, 0.80255, 2.96154)  0.29
S (-0.40310, 1.13187, 1.93881)  0.10
F (1.08929, 0.05997, -2.42619)  -0.20
C (-0.03285, 0.40669, -1.75381)  0.52
O (-0.91018, 1.06928, -2.25216)  -0.40
H (1.47235, -0.97073, 0.85505)  0.41
H (1.68869, -1.56243, -0.85313)  0.35
C (1.46649, -0.66626, -0.20339)  -0.94
Cl (-2.38898, -0.14961, -0.27651)  0.05
C (-0.86516, -0.57544, 0.30608)  0.28
Cl (-1.67633, 2.51167, 1.15936)  -0.01

---

Entry 8:
Here is a cluster of 2 separate species, C3H4Cl4 in total in a non-equilibrium geometry from the OMol25 dataset. Energies are from ωB97M-V/def2-TZVPD.

Calculated values
Relative energy (zero: lowest compared OMol25 entry of this formula, charge and spin): 86.50 kcal/mol
Energy: -1957.31429 Ha
Highest occupied orbital energy (spin up / spin down): -8.051 / -8.048 eV
Frontier orbital gap (spin up / spin down): 4.07 / 4.06 eV

Last column: Mulliken charge in e.
Atoms and positions in Å:
C (0.43872, -1.94729, 0.32574)  -0.45
Cl (2.03412, -1.86274, 0.52405)  0.10
Cl (-0.93854, -0.60216, -1.36837)  -0.10
H (0.59417, 1.25868, 0.31322)  0.33
C (-0.04262, 0.49968, 0.91722)  -1.21
Cl (4.28648, 0.25740, -1.00990)  -0.65
H (-0.05028, -2.96462, 0.12024)  0.34
C (-0.41165, -0.85346, 0.29134)  1.01
Cl (-1.84375, -1.44531, 1.17039)  -0.13
H (0.46776, 0.20881, 1.82725)  0.37
H (-1.04731, 1.01852, 1.12060)  0.37

---

Look up the energy of the second one. -1481.51679 Ha